Formula: C34H66NO20
Source: OMol25
Level of theory: ωB97M-V/def2-TZVPD

Each line ends with the Löwdin charge.
Positions of all 121 atoms, in Å:
1 H 5.51334 0.59831 -2.35349  0.089
2 C 4.56134 1.07362 -2.59585  -0.039
3 H -0.78084 -4.59244 4.31725  0.091
4 C -0.46435 -5.71491 2.49916  -0.201
5 O 5.40597 -3.92431 1.39112  0.015
6 H -1.19821 -6.47590 2.77239  0.125
7 H -1.75529 -4.04088 2.93622  0.062
8 O 2.10391 -2.98933 -4.42578  -0.070
9 H 0.93400 -4.05940 -2.57933  0.064
10 C -3.84674 -1.51821 5.47425  -0.592
11 C -3.00055 -4.54018 -6.10303  0.080
12 N -4.25745 -4.47384 -6.49538  0.097
13 H -0.08490 -4.27065 -5.58804  0.114
14 H 5.00580 -4.89622 -4.50404  0.092
15 C -4.80646 -1.22296 8.33574  -0.066
16 H -3.73098 7.32845 5.28132  0.126
17 H -3.26598 0.02793 7.44864  0.125
18 C -0.00651 -3.16823 -5.84600  -0.092
19 O 6.03896 2.85918 -1.31075  0.125
20 H -7.23904 10.16884 3.72278  0.097
21 O -3.58015 -2.44481 4.53797  -0.009
22 H -2.37190 7.26539 -0.02995  0.125
23 C -1.14836 -2.24803 -5.17179  -0.170
24 H 3.72403 -5.29909 -5.73032  0.080
25 O -1.10175 5.80589 -0.66659  0.032
26 C -3.43127 -1.01555 7.72910  -0.211
27 H 0.52178 7.31203 0.96267  0.072
28 H -6.23227 -4.37579 -5.36417  0.144
29 O 4.25843 3.34975 0.01599  0.015
30 H 3.38635 -5.42720 -3.86147  0.080
31 H -0.58544 -1.40072 -4.63638  0.132
32 H -8.10263 8.76071 3.02109  0.099
33 H -0.70776 8.54651 1.26960  0.081
34 O 1.42550 -4.44591 1.06106  0.101
35 H -4.92409 -0.62197 9.23937  0.082
36 C -1.47832 6.75686 0.33777  -0.210
37 O 7.34217 -3.09838 0.86291  0.038
38 H -4.51245 -3.65260 -3.12923  0.140
39 C -4.35851 -4.39674 -3.98279  -0.076
40 H -5.59580 -0.94362 7.63494  0.074
41 O -6.06856 8.82369 2.63668  -0.001
42 O -6.08198 8.18903 4.81472  0.125
43 H -4.47819 -5.50189 -3.73448  0.131
44 H 8.60849 -0.41392 -0.74920  0.084
45 H 0.81962 2.51034 -0.20699  0.102
46 C -2.85054 -4.24786 -4.55267  -0.232
47 H 4.07751 -2.83433 -3.76113  0.132
48 C -0.38096 7.77990 0.56438  -0.064
49 C -5.59064 8.18239 3.71475  -0.594
50 H -0.17626 -3.09428 -6.97948  0.125
51 H -4.63666 -4.64824 -7.43774  0.191
52 O 5.66647 -3.01022 -0.66997  0.101
53 H -3.89540 -2.95626 2.58525  0.079
54 H -5.63057 5.67382 5.03597  0.075
55 H 3.84787 0.29509 -2.86749  0.087
56 H 6.89005 -0.76668 -0.52387  0.059
57 O 0.05239 4.09249 -1.33504  0.002
58 C 5.01823 4.37917 0.66356  -0.204
59 H 8.17944 -2.88549 -1.03631  0.123
60 C 5.13601 5.61178 -0.21335  -0.062
61 C -7.30725 9.49305 2.86873  -0.046
62 H 2.16729 -4.36754 -1.34904  0.090
63 C 3.50896 -3.26947 -4.65676  -0.214
64 C 4.89838 2.67885 -0.95253  -0.582
65 H -0.04656 -3.65054 3.01293  0.079
66 C -0.22042 4.87296 -0.27753  -0.594
67 H 2.02863 3.60437 -0.95441  0.079
68 H -4.77644 4.89414 3.71583  0.081
69 O 0.26109 4.76411 0.82229  0.122
70 H -4.10926 4.83276 5.36381  0.081
71 O 1.83814 -1.68311 -6.37325  0.097
72 H -1.33499 -3.30265 -3.17942  0.118
73 H 3.58318 -4.72328 1.86568  0.090
74 C -0.77956 -4.42793 3.23841  -0.054
75 C 8.21379 -2.41813 -0.04857  -0.211
76 C 4.02645 -4.11893 1.07720  -0.067
77 H 7.90360 -0.49611 0.88182  0.086
78 C -3.86119 6.73559 4.37224  -0.214
79 H -2.66950 -1.27522 8.46708  0.124
80 C 3.87573 -4.82233 -4.70410  -0.080
81 H -4.09788 -1.22967 2.92243  0.098
82 H 4.14668 5.95748 -0.52339  0.079
83 O -4.54404 -0.54713 5.32533  0.125
84 H -0.10189 8.25756 -0.37790  0.082
85 O -4.48712 7.51482 3.34492  0.025
86 C -5.13504 -4.09394 -5.35295  -0.126
87 H -5.17658 -2.94682 -5.44369  0.149
88 H 3.95317 -2.78265 -5.57804  0.130
89 H 5.69810 5.39840 -1.12487  0.075
90 O 4.03733 1.78463 -1.47768  -0.014
91 H -1.79542 -1.70831 -5.95247  0.127
92 H 9.22863 -2.54782 0.33302  0.124
93 H -5.34172 -2.41080 3.45165  0.101
94 H 4.67475 1.75121 -3.44458  0.103
95 C 1.06272 3.11509 -1.08254  -0.041
96 C 1.43933 -2.54068 -5.57912  -0.404
97 H 3.90800 -4.64673 0.12966  0.083
98 H -4.96054 -2.27558 8.58502  0.083
99 H 1.11944 2.45793 -1.95064  0.091
100 H -1.75532 6.24830 1.26499  0.118
101 H 3.51390 -3.15668 1.04785  0.100
102 C 1.15684 -3.99024 -1.51493  -0.038
103 H -2.73319 -2.21593 -3.60843  0.128
104 H 5.64390 6.41749 0.31997  0.083
105 O 0.18881 -4.76898 -0.80928  -0.002
106 C 7.88899 -0.93806 -0.11721  -0.064
107 O -0.56538 -5.53895 1.07802  0.036
108 C -4.63574 5.45876 4.64079  -0.066
109 C -4.27339 -2.23471 3.31027  -0.051
110 C 6.09855 -3.32039 0.41493  -0.591
111 H 1.08309 -2.94341 -1.21193  0.112
112 H -7.54110 10.08036 1.98078  0.094
113 H 0.52028 -6.10554 2.76883  0.127
114 H -2.86340 6.48035 4.00832  0.117
115 H -2.24825 -5.13286 -4.16330  0.155
116 C 0.45130 -4.88294 0.50334  -0.569
117 O -3.22241 -1.87912 6.60355  0.033
118 C -2.00174 -2.98803 -4.04532  -0.139
119 H 5.99880 4.00136 0.96445  0.126
120 H 4.47845 4.63754 1.57692  0.126
121 H -2.17092 -4.83012 -6.83181  0.171

Calculated values
* frontier orbital gap: 7.11 eV
* total charge: +1
* calculated total energy: -78760.9115 eV
* energy above the lowest of the compared OMol25 structures with the same formula, charge and spin: 258.7 kJ/mol
* LUMO: -4.7 eV

---

Formula: C34H67BrO14S
Source: OMol25
Level of theory: ωB97M-V/def2-TZVPD

Each line ends with the Löwdin charge.
Positions of all 117 atoms, in Å:
1 C -2.25021 -1.24257 -5.92527  -0.019
2 H -0.41914 -2.34183 -7.80882  0.086
3 H 3.29865 -3.94215 0.07925  0.076
4 C 2.51948 1.12927 2.09010  -0.393
5 C -7.28858 -4.19420 -0.53967  -0.018
6 H -9.43967 -3.03792 -5.20100  0.087
7 H -0.05472 -5.75472 -0.20285  0.087
8 H -8.85771 -1.87263 -3.99485  0.078
9 H -0.98235 -4.01415 -7.62013  0.084
10 H -3.16626 -1.39000 2.30596  0.088
11 H 6.90931 -4.22730 2.57839  0.080
12 C 5.70859 3.71233 5.48913  -0.287
13 C 2.61701 -4.77217 -0.12062  -0.011
14 H 2.47431 8.06465 0.36815  0.084
15 O -4.72482 -1.40636 -2.98137  0.042
16 H -9.51378 -3.80841 -2.27180  0.072
17 C -9.28346 -4.84791 -2.02672  -0.017
18 H -11.84984 -1.16943 -6.26578  0.085
19 C 6.53917 3.94884 7.92570  -0.140
20 H -3.52393 -0.87390 0.62723  0.088
21 H 4.22193 -1.66470 3.47743  0.095
22 H 3.01572 4.60189 1.02382  0.120
23 H 2.21888 -4.66232 -1.13164  0.088
24 H -12.04752 -2.89711 -5.83324  0.086
25 H 5.23190 -4.68384 2.93746  0.081
26 C 8.58240 5.75887 1.80883  -0.499
27 H 7.68150 6.32556 -0.04804  0.088
28 H -4.48166 -3.80137 -4.89885  0.067
29 C 1.49087 -4.74633 0.87936  -0.498
30 S 4.29552 5.26912 4.12811  0.996
31 H 1.02936 2.71232 1.66463  0.101
32 C 9.99811 5.48129 1.37757  -0.026
33 H 3.17124 -5.70906 -0.03235  0.089
34 H 2.72757 3.88927 2.70679  0.118
35 C 7.50177 5.62370 0.76924  -0.021
36 O 1.42698 5.88517 -0.26401  0.040
37 H -9.24097 -1.30977 -5.63357  0.088
38 C -2.19805 -2.54565 0.78775  -0.504
39 H -1.65600 -1.30412 -5.01079  0.084
40 O 4.44553 3.66600 4.70892  -0.438
41 H 3.93389 -1.28740 1.76951  0.067
42 H -9.52476 -5.47310 -2.88916  0.085
43 C -5.10350 -3.49257 -4.05613  -0.009
44 H 10.08420 4.45127 1.02500  0.086
45 H 3.35694 -2.83032 2.42548  0.061
46 H -1.04179 5.67599 0.06861  0.082
47 O -3.22194 -3.19911 -6.86595  0.054
48 C 0.44028 -5.81828 0.76842  -0.022
49 C 4.16951 2.73353 1.47502  -0.142
50 H 6.53513 5.85312 1.22172  0.062
51 C 1.43507 1.77738 1.12047  0.010
52 O 2.91454 5.80234 4.41375  -0.412
53 H -7.43137 -3.12618 -0.71887  0.089
54 C -3.36061 -1.72952 1.28633  -0.015
55 H -0.20532 -3.19787 -6.24912  0.085
56 H -0.96844 6.80098 1.43925  0.089
57 H -12.99391 -1.65017 -4.99713  0.083
58 O -2.33754 -3.71003 0.45934  0.041
59 C 3.54826 4.16042 1.94717  -0.209
60 H -5.41949 -4.36402 -3.47804  0.067
61 C -10.94483 -1.73810 -4.41175  -0.508
62 H -0.30690 -5.67512 1.55130  0.083
63 O 3.81144 1.63772 2.35377  -0.039
64 O 2.18391 0.07042 2.68852  0.028
65 H 0.52956 1.08276 1.01027  0.088
66 C -0.72138 6.67134 0.38344  -0.023
67 H 6.18186 2.68377 5.57979  0.139
68 O 4.54869 5.07994 2.46361  -0.352
69 C -0.86121 -3.05589 -7.11080  -0.024
70 H 5.11949 5.44427 6.90695  0.101
71 O 6.11332 -2.34072 1.14311  0.046
72 C -9.52890 -2.00886 -4.84565  -0.031
73 H -2.35918 -3.34968 -3.31948  0.082
74 C -12.02627 -1.87444 -5.45065  -0.027
75 H -1.87032 -0.44830 -6.57141  0.087
76 H 10.28926 6.17684 0.58762  0.086
77 H 1.24821 8.30674 1.62810  0.090
78 H 6.37685 4.46727 4.92677  0.111
79 H 1.83872 2.14173 0.12182  0.087
80 C -4.33717 -2.54574 -3.17597  -0.501
81 O -7.09281 -5.70659 -2.36331  0.048
82 H 3.97438 2.51113 0.37525  0.129
83 C 0.76498 6.80303 0.18528  -0.496
84 C -2.20762 -2.55988 -6.65404  -0.499
85 H -1.24442 7.41508 -0.22136  0.087
86 H 5.31273 2.86163 1.57641  0.142
87 H -3.29693 -3.91028 -1.89847  0.083
88 C 1.40119 8.11333 0.56424  -0.019
89 H 10.66888 5.61717 2.22843  0.083
90 O 1.43288 -3.89099 1.74384  0.045
91 H -4.26168 -2.34661 1.28862  0.079
92 O 8.32158 6.07991 2.95357  0.055
93 C 4.15770 -2.08895 2.47347  -0.031
94 C -7.81950 -4.98500 -1.70578  -0.498
95 C -0.85747 -1.86706 0.71060  -0.018
96 H -0.11638 -2.57362 0.33564  0.065
97 H -9.88367 -5.17828 -1.17639  0.088
98 H -7.79958 -4.49539 0.37728  0.087
99 H -3.28322 -1.01116 -5.65650  0.083
100 H 6.22827 3.08565 8.60092  0.064
101 H -6.22003 -4.39032 -0.42566  0.080
102 C 5.29025 4.31014 6.94993  -0.671
103 H -0.55134 -1.53411 1.70479  0.094
104 H 0.97243 8.92115 -0.03263  0.086
105 H -0.91008 -1.01744 0.02516  0.083
106 C 5.95347 -3.86437 2.96290  -0.027
107 C 5.46812 -2.72708 2.10227  -0.504
108 H -5.99184 -2.98823 -4.44309  0.083
109 C -3.07144 -3.05904 -2.54358  -0.015
110 Br 3.60674 3.37164 7.45450  0.673
111 H 7.47705 4.59946 0.39035  0.087
112 H -2.62458 -2.26904 -1.93661  0.072
113 H 6.70592 4.89732 8.56003  0.085
114 H 7.48423 3.66860 7.32757  0.087
115 H 0.89807 -6.80184 0.89639  0.085
116 O -11.20495 -1.42165 -3.26630  0.057
117 H 6.09725 -3.51903 3.98880  0.084

Calculated values
* frontier orbital gap: 9.50 eV
* calculated total energy: -145883.6498 eV
* energy above the lowest of the compared OMol25 structures with the same formula, charge and spin: 244.7 kJ/mol
* LUMO: 0.4 eV

---

- Among the records above, which one has the highest frontier orbital gap?
  C34H67BrO14S

---

- Among the records above, which one has the lowest calculated total energy?
  C34H67BrO14S